Here is a 10-piece molecular cluster, C30H74O10 overall at a distorted geometry from the Open Molecules 2025 dataset. Energies are from wB97M-V/def2-TZVPD.

As for the structure (SMILES): C1CCOC1.C1CCOC1.C1CCOC1.CC(C)O.CC(C)O.CC(C)O.CC(C)O.CC(C)O.CC(C)O.O. The charge is 0. As for the total energy: -1939.64478 Eh. For the LUMO energy, the calculation gives 0.25 eV. For the HOMO energy, the calculation gives -9.61 eV.

Geometry (Å):
O  5.34538  -0.04470  -7.09119
O  0.05857  5.58003  4.63727
O  1.62636  8.86484  -3.21219
O  3.15778  -9.94116  5.80132
O  0.39384  -1.54588  -0.59804
O  -2.52260  0.30852  -4.19673
O  -4.80644  -6.11475  1.55333
O  -7.97102  2.55019  2.11858
O  8.50569  -0.99568  0.65347
O  -1.68101  1.50206  5.36227
C  -4.02565  -4.99666  1.81152
C  9.68325  -1.82675  0.47016
C  4.97546  2.34064  -7.46188
C  9.16446  -0.36518  -1.37812
C  10.36800  -1.09278  -0.73048
C  4.75940  1.11567  -6.50986
C  -6.96711  3.76345  0.46498
C  1.55359  8.25777  -5.62456
C  0.95481  0.72254  -0.01972
C  -4.84728  -3.77800  1.32886
C  -2.35144  0.10624  7.00577
C  -1.17391  0.42172  6.08170
C  -3.07207  1.35000  5.04421
C  -4.40323  -0.76284  -4.79745
C  2.82915  -8.61673  6.10954
C  -0.13506  7.35419  -4.06750
C  -3.59800  -4.99645  3.28292
C  8.32631  0.14117  -0.19933
C  0.87743  -0.70739  0.46128
C  1.41055  -8.47530  6.66764
C  -4.74857  0.68485  -4.79291
C  -3.49047  1.34010  -4.35401
C  -2.84669  -0.82614  -4.93492
C  -3.58766  0.43157  6.15777
C  2.24927  -1.27975  0.88562
C  3.00794  -7.76088  4.85380
C  -9.38546  3.17629  0.43436
C  -8.01994  2.69588  0.76560
C  3.26243  0.88061  -6.12273
C  1.32644  7.82367  -4.17074
H  1.13579  -9.17881  7.45356
H  -8.73258  2.01031  2.34253
H  2.64873  -0.80635  1.78252
H  2.57465  8.62677  -5.72145
H  2.69178  0.79668  -7.04762
H  4.06988  -7.59389  4.67355
H  -3.24264  0.90643  4.06327
H  -5.69416  -3.71166  2.01186
H  2.26920  -2.36117  1.02060
H  -0.02082  4.63794  4.78695
H  0.17033  -0.69341  1.29069
H  1.95906  6.96049  -3.96386
H  2.59816  -8.28129  3.98815
H  -0.00316  1.19330  -0.24060
H  6.25803  0.12886  -7.33317
H  -4.28355  -6.90613  1.70139
H  3.41893  -8.25230  6.95064
H  7.29795  0.24777  -0.54459
H  -5.95434  3.46260  0.73310
H  -4.04897  -0.42894  5.67319
H  -3.16033  -4.96024  1.14971
H  -5.29953  -3.91570  0.34672
H  11.00952  -1.70095  -1.36820
H  6.02892  2.61557  -7.51410
H  0.42673  5.92227  5.45185
H  -9.48657  3.33060  -0.63991
H  -2.41715  -0.96341  7.20484
H  -0.80601  8.18223  -3.83888
H  -4.22947  -2.88016  1.34632
H  -10.26486  2.60123  0.72431
H  1.61564  8.56088  -2.30164
H  -0.25322  0.67088  6.60930
H  -7.24796  4.68538  0.97416
H  -5.57268  0.92833  -4.12234
H  -2.47661  -0.72597  -5.95527
H  -0.44453  6.89921  -5.00841
H  -0.08006  -0.96716  -1.19980
H  -3.01495  -4.12142  3.57011
H  9.55014  0.49905  -1.91890
H  -9.64909  4.08764  0.97106
H  -5.00696  -1.34549  -5.49325
H  -2.38327  0.73106  7.89835
H  -6.93484  3.96595  -0.60555
H  -0.82062  -0.37638  5.42878
H  -4.70564  -1.07257  -3.79709
H  8.54301  -1.05932  -1.94387
H  3.04177  -1.10472  0.15802
H  -3.45237  2.36871  4.96870
H  -4.37112  0.98497  6.67549
H  3.11084  -0.09416  -5.65911
H  1.56660  7.33940  -6.21152
H  9.32776  -2.83544  0.25977
H  10.39934  -1.78172  1.29071
H  1.58704  0.78207  -0.90563
H  -3.12510  -5.92317  3.60799
H  2.86764  -10.50057  6.52554
H  0.87294  8.97980  -6.07565
H  -3.18173  2.12560  -5.04378
H  4.56134  2.12056  -8.44584
H  8.75185  1.02080  0.28365
H  -2.38314  -1.73209  -4.54446
H  4.58506  3.27770  -7.06485
H  0.70558  -8.70433  5.86847
H  -4.43667  -4.88086  3.96949
H  5.28465  1.21504  -5.55995
H  -0.37077  6.65221  -3.26764
H  -5.12285  1.02473  -5.75856
H  2.88162  1.68376  -5.49183
H  1.17424  -7.46956  7.01510
H  1.43103  1.35900  0.72608
H  -3.70857  1.71245  -3.35307
H  2.54835  -6.77536  4.92892
H  -7.77847  1.80970  0.17868
H  10.99899  -0.28795  -0.35337